Entry from the OMol25 dataset: C28H28CoN9OS2Si as an isolated structure (ωB97M-V with the def2-TZVPD basis set).

Cartesian coordinates (Å):
N 3.32451 -6.35229 3.44338
H 4.17951 -1.22413 -1.79668
C -1.74757 0.62400 2.34344
H 0.30067 -3.85809 -4.87273
H 3.68050 1.55597 -2.12545
C -2.64904 -1.66321 -1.36354
H 2.85266 2.14904 -0.68600
H -4.80528 -5.18403 -0.29189
H 0.02461 1.34722 -3.24921
C 3.55272 -1.18564 -0.89919
H 1.32837 -4.65654 1.23505
C 3.39904 -2.83378 3.21040
C -0.39149 2.05533 -2.54497
H 2.06866 -0.44499 -3.83835
C 4.38122 -2.96043 4.23062
Co -0.09249 -0.16680 -0.35705
C -2.51788 -3.47612 -3.06146
C -3.43662 -4.05719 -3.93283
C 2.08301 -1.38295 1.76532
H -3.05834 -4.89835 -0.02306
H -3.67203 -0.51034 0.25101
C -1.14644 2.58398 -0.45310
C 3.08719 -5.27886 3.10140
C -0.73818 3.30542 -2.97221
H -5.74753 -1.89868 1.29972
H -1.91356 4.55552 -0.21396
H 4.14383 -0.75349 -0.09303
S 1.71389 0.23953 1.27330
H 3.29393 -2.21092 -0.63457
H -3.70649 -5.03455 -5.81436
H -0.46859 -2.97380 -2.69606
C 3.05314 -1.57072 2.74843
H -1.31481 -4.90690 -6.42777
N -0.51457 1.64136 -1.26213
C -1.45616 3.85902 -0.91077
C 1.50695 -0.90262 -3.01841
C -1.65368 -4.50607 -5.48146
H -0.60531 3.57184 -4.01423
N 5.17229 -3.03494 5.06331
N -1.25368 4.27732 -2.14885
C -0.74755 -3.91829 -4.61023
H 1.76158 -1.96461 -2.98602
H -3.65530 -5.45471 -1.60484
H -5.18109 -3.56070 1.47231
H -1.73957 -0.29150 2.91120
C -3.61825 -1.42416 -0.31345
C 2.70751 1.62873 -1.63134
C -1.16767 -3.41314 -3.39152
Si 2.04424 -0.12367 -1.34879
H -6.38754 -3.16724 0.24171
C -2.99516 -4.58020 -5.13663
H 3.54596 -0.70238 3.16509
N -4.07360 -3.45398 -1.18962
N -1.37778 0.76538 1.09698
C 2.76912 -3.96653 2.65907
S 0.21509 -2.40171 -0.01281
C -1.51882 2.10945 0.84216
C -5.49502 -2.80321 0.75158
H -4.48344 -4.08461 -3.66220
C -3.88022 -4.83132 -0.74230
O -1.76494 -0.94797 -1.81469
N -2.94166 -2.93544 -1.83295
C 1.44832 -2.52398 1.21074
N -2.13182 1.81126 2.82518
C 1.81204 -3.79005 1.66470
H -2.44115 2.04489 3.74987
C -4.40559 -2.51075 -0.21693
H 0.44381 -0.82807 -3.23978
N -1.98181 2.78515 1.89014
H 2.05262 2.23326 -2.25522

As for the orbital gap (spin up / spin down): 0.166 / 0.238 hartree. The calculation puts the energy above the lowest of the compared OMol25 structures with the same formula, charge and spin at 12.8 kcal/mol. As for the charge: -1. The spin multiplicity is 4. The value obtained for the total energy is -4120.58354 a.u.

Here are the Löwdin charges for atoms 1 to 4, given in e: 0.147, 0.030, -0.165, 0.106